[1]
Density functional theory data (wB97M-V/def2-TZVPD) for C13H23F3N5O3Ru as an isolated structure.

Computed properties:
**Net charge**: +2
**Orbital gap (alpha / beta)**: 9.422 / 7.813 eV
**Highest occupied orbital energy (alpha / beta)**: -15.329 / -16.023 eV
**2S+1**: 6
**E_LUMO (alpha / beta)**: -5.9072 / -8.2100 eV
**Strongest force on any atom**: 0.0704 hartree/bohr

```
48
Properties=species:S:1:pos:R:3:forces:R:3
Ru -0.195 -0.351 -0.357 0.0374 -0.1122 0.4417
N -2.393 0.149 -0.975 -0.3564 2.3560 1.8522
C -3.432 -0.772 -0.503 -0.8275 -0.5591 -0.1990
C -2.925 -2.166 -0.738 0.6441 -0.2202 0.7383
N -1.649 -2.348 -0.013 1.3687 -0.1646 -0.8168
C -1.842 -2.438 1.460 -0.0601 0.8956 -0.6292
C -1.564 -1.122 2.252 -0.3906 -2.0196 -1.0316
N -0.242 -0.620 1.947 0.2544 2.5980 0.9939
C -0.792 -3.507 -0.555 0.0278 2.1235 0.3309
C 0.673 -3.258 -0.210 -0.8819 -2.0099 0.4452
N 1.071 -2.146 -1.015 -0.8105 1.2351 -0.1855
H -2.514 1.073 -0.461 0.1691 -1.3966 -0.7624
H -2.450 0.437 -1.922 -0.2328 -0.1054 -1.3791
H -4.437 -0.820 -0.984 0.6951 1.1228 -0.0327
H -3.598 -0.503 0.551 -0.1124 -0.5675 -0.4157
H -2.782 -2.359 -1.802 0.1041 0.1577 -0.0176
H -3.664 -2.868 -0.383 -0.2828 -0.4874 0.1264
H -1.280 -3.293 1.763 0.7973 -0.2606 0.8011
H -2.851 -2.719 1.670 -0.9372 -0.1547 0.0788
H -1.710 -1.390 3.270 0.0118 0.0011 1.1156
H -2.318 -0.375 2.000 0.3148 0.0782 0.0233
H 0.550 -1.143 2.245 0.4192 -1.5356 0.1632
H -0.071 0.216 2.573 -0.5187 -0.5292 -1.4792
H -0.775 -3.494 -1.640 -0.8527 -0.0999 -0.2217
H -1.213 -4.393 -0.183 -0.2633 -1.5054 0.3646
H 1.286 -4.118 -0.490 -0.2246 -0.2691 0.2498
H 0.754 -3.149 0.878 0.4632 0.5502 -0.2829
H 0.921 -2.357 -2.002 0.4838 0.0336 0.1706
H 1.996 -1.836 -0.819 0.9785 0.2673 -0.2002
O 1.941 0.072 0.074 0.5317 1.3319 0.0264
N 2.517 1.315 0.039 0.7020 1.2294 1.2636
C 3.230 1.695 -1.035 -0.0249 0.1773 -1.2597
C 3.903 2.898 -1.164 -1.0114 0.1729 2.7781
C 3.882 3.752 -0.032 1.6724 -1.1952 -2.9822
C 3.164 3.380 1.065 -0.4265 1.1657 1.5557
C 2.490 2.182 1.147 -0.4152 -2.1824 -1.1165
H 3.266 1.069 -1.903 -0.3669 -0.7884 0.0533
H 4.417 3.161 -2.054 0.3782 -0.0544 -0.5892
H 4.620 4.553 -0.105 -0.8444 0.3879 0.5816
H 3.158 4.167 1.837 -0.2704 -1.0982 0.2105
H 1.975 1.704 2.001 0.3558 0.9291 -0.5414
F -1.063 4.120 -1.734 0.1339 -0.5170 0.1855
C -0.169 3.714 -0.809 0.3973 1.2266 -2.6795
F -0.397 4.411 0.255 0.3901 0.1283 1.0885
F 1.069 3.972 -1.339 -0.4425 0.4147 0.6798
C -0.177 2.223 -0.664 -0.9905 -0.0085 2.7396
O -0.402 1.758 0.511 0.1144 0.2026 -1.3301
O 0.024 1.521 -1.650 0.0993 -0.9441 -0.9062
```
Forces are in eV/Å.

Charge distribution, Löwdin scheme, values in e: number 1, Ru, carries 1.6548; number 2, N, carries -0.0254; number 3, C, carries -0.2074; number 4, C, carries -0.1781; number 5, N, carries -0.2102; number 6, C, carries -0.1365; number 7, C, carries -0.1940; number 8, N, carries -0.0430; number 9, C, carries -0.1179; number 10, C, carries -0.2329; number 11, N, carries -0.0521; number 12, H, carries 0.1284; number 13, H, carries 0.0951; number 14, H, carries 0.1520; number 15, H, carries 0.1140; number 16, H, carries 0.1360; number 17, H, carries 0.1333; number 18, H, carries 0.1169; number 19, H, carries 0.1255; number 20, H, carries 0.1230; number 21, H, carries 0.1083; number 22, H, carries 0.0888; number 23, H, carries 0.1380; number 24, H, carries 0.1222; number 25, H, carries 0.1208; number 26, H, carries 0.1414; number 27, H, carries 0.1176; number 28, H, carries 0.1258; number 29, H, carries 0.0775; number 30, O, carries -0.2698; number 31, N, carries -0.1491; number 32, C, carries -0.0108; number 33, C, carries 0.0162; number 34, C, carries -0.0128; number 35, C, carries -0.0310; number 36, C, carries 0.0354; number 37, H, carries 0.1429; number 38, H, carries 0.1220; number 39, H, carries 0.1399; number 40, H, carries 0.1462; number 41, H, carries 0.1448; number 42, F, carries 0.1741; number 43, C, carries -0.5595; number 44, F, carries 0.2354; number 45, F, carries 0.1434; number 46, C, carries -0.5989; number 47, O, carries -0.0873; number 48, O, carries -0.0027


[2]
Density functional theory data (wB97M-V/def2-TZVPD) for C13H23FFeN4O12P2 as an isolated structure.

Computed properties:
**Net charge**: +1
**Orbital gap (alpha / beta)**: 7.253 / 7.700 eV
**Highest occupied orbital energy (alpha / beta)**: -11.572 / -11.572 eV
**2S+1**: 2
**E_LUMO (alpha / beta)**: -4.3194 / -3.8717 eV
**Strongest force on any atom**: 0.0208 hartree/bohr

```
56
Properties=species:S:1:pos:R:3:forces:R:3
Fe 0.171 -0.338 0.121 -0.4048 -0.7498 0.6492
C 0.045 -1.825 4.275 -0.0864 -0.1676 -0.1243
C 0.203 -1.088 2.960 0.0289 0.0016 0.1085
O -0.115 -1.872 1.771 0.0686 0.0319 0.0239
P 1.910 -0.592 2.582 -0.0109 -0.1971 -0.1485
O 2.383 0.446 3.623 -0.1397 0.1583 0.0476
O 2.916 -1.775 2.781 -0.0019 0.0052 0.0710
O 1.822 -0.145 1.143 0.1221 0.1669 -0.0494
P -0.745 0.484 2.809 -0.1981 0.1153 0.0681
O -2.121 0.146 3.514 0.0497 -0.0242 0.1096
O 0.023 1.600 3.418 0.0966 -0.1234 0.0561
O -1.015 0.536 1.304 0.0865 0.5197 -0.3625
H 0.719 -2.679 4.328 -0.0016 -0.0012 0.0123
H -0.983 -2.170 4.391 -0.0074 0.0218 0.0115
H 0.261 -1.150 5.104 0.0196 0.0027 -0.0051
H -0.995 -2.269 1.868 -0.0041 0.0257 -0.0427
H 1.638 1.111 3.747 0.0762 -0.0239 0.0009
H 3.000 -2.371 2.024 0.0021 0.0066 -0.0030
H -2.901 0.588 3.154 0.0085 -0.0038 -0.0129
F -4.113 -0.673 -5.384 -0.0043 0.0046 -0.0043
C -3.915 -1.383 -4.279 0.0057 -0.0006 -0.0101
C -2.701 -1.804 -3.933 0.0077 -0.0509 0.0032
N -2.497 -2.563 -2.791 -0.0347 -0.0657 0.0048
C -1.171 -2.891 -2.336 0.0033 0.0072 0.0609
C -0.617 -1.825 -1.434 0.1392 0.1672 0.0754
O 0.543 -1.934 -0.908 0.0283 0.2674 -0.3124
O -1.279 -0.803 -1.100 0.1544 -0.2045 0.0849
C -3.526 -2.849 -1.909 0.0109 0.0702 0.0569
O -3.331 -3.419 -0.854 -0.0082 0.0273 -0.0026
N -4.766 -2.432 -2.324 -0.0044 -0.0293 -0.0016
C -5.094 -1.687 -3.463 -0.0015 0.0063 0.0126
O -6.223 -1.352 -3.700 0.0014 0.0017 -0.0035
H -1.831 -1.586 -4.536 0.0002 0.0049 -0.0021
H -0.494 -3.077 -3.168 -0.0119 0.0971 -0.0371
H -1.222 -3.800 -1.736 0.0265 -0.0462 -0.0529
H -5.533 -2.657 -1.705 -0.0029 0.0038 -0.0026
C -0.281 3.256 0.172 0.0001 0.0313 -0.0301
N 1.136 2.910 0.095 -0.0618 -0.0659 0.1387
C 1.972 3.583 1.082 0.0478 0.0273 0.0189
C 1.564 1.889 -0.651 0.0004 0.1234 -0.1115
O 0.737 0.970 -1.044 0.0407 -0.0886 -0.1894
N 2.828 1.829 -1.075 -0.0557 -0.1079 -0.0792
C 3.637 3.014 -1.334 0.0172 0.0493 0.0149
C 3.343 0.585 -1.638 0.0486 0.0493 0.0058
H -0.373 4.337 0.072 0.0156 -0.0041 -0.0300
H -0.688 2.952 1.133 -0.0297 0.0347 0.0035
H -0.831 2.771 -0.627 -0.0080 -0.0336 0.0004
H 1.488 3.478 2.055 -0.0116 0.0156 -0.0038
H 2.076 4.645 0.856 0.0201 -0.0083 -0.0170
H 2.953 3.123 1.134 0.0062 -0.0233 -0.0074
H 3.040 3.914 -1.223 0.0062 -0.0102 -0.0042
H 3.994 2.965 -2.363 0.0077 -0.0039 -0.0012
H 4.500 3.065 -0.670 -0.0119 -0.0041 0.0124
H 2.860 -0.268 -1.177 -0.0250 -0.0311 -0.0017
H 4.412 0.537 -1.433 -0.0022 0.0053 0.0001
H 3.189 0.549 -2.718 -0.0182 0.0196 0.0009
```
Forces are in eV/Å.

Charge distribution, Löwdin scheme, values in e: number 1, Fe, carries 0.8067; number 2, C, carries -0.0293; number 3, C, carries -0.5257; number 4, O, carries -0.0697; number 5, P, carries 0.5163; number 6, O, carries -0.0622; number 7, O, carries -0.0310; number 8, O, carries -0.2604; number 9, P, carries 0.3966; number 10, O, carries -0.0706; number 11, O, carries -0.2609; number 12, O, carries -0.3030; number 13, H, carries 0.0958; number 14, H, carries 0.0963; number 15, H, carries 0.1074; number 16, H, carries 0.1472; number 17, H, carries 0.0766; number 18, H, carries 0.1225; number 19, H, carries 0.1112; number 20, F, carries 0.1135; number 21, C, carries -0.1850; number 22, C, carries 0.0572; number 23, N, carries -0.0057; number 24, C, carries -0.0212; number 25, C, carries -0.5059; number 26, O, carries 0.0001; number 27, O, carries 0.0443; number 28, C, carries -0.4681; number 29, O, carries 0.0876; number 30, N, carries 0.2280; number 31, C, carries -0.3822; number 32, O, carries 0.1379; number 33, H, carries 0.1529; number 34, H, carries 0.1545; number 35, H, carries 0.1505; number 36, H, carries 0.1756; number 37, C, carries -0.0078; number 38, N, carries -0.0969; number 39, C, carries -0.0184; number 40, C, carries -0.4386; number 41, O, carries -0.0514; number 42, N, carries -0.1021; number 43, C, carries -0.0190; number 44, C, carries -0.0067; number 45, H, carries 0.1047; number 46, H, carries 0.0710; number 47, H, carries 0.1029; number 48, H, carries 0.0918; number 49, H, carries 0.1023; number 50, H, carries 0.0925; number 51, H, carries 0.0931; number 52, H, carries 0.1028; number 53, H, carries 0.1016; number 54, H, carries 0.0703; number 55, H, carries 0.1031; number 56, H, carries 0.1068